21 unconnected molecules or ions with the total composition C74H148Cl10O32 in a non-equilibrium geometry. Source: the OMol25 dataset; level of theory: wB97M-V/def2-TZVPD.

Structure (XYZ):
```
264
Properties=species:S:1:pos:R:3
Cl 3.517 -1.209 -0.230
Cl -4.530 -1.588 4.108
Cl -4.333 -2.033 -2.506
Cl 7.747 -0.536 -2.047
Cl -4.888 -2.658 0.961
Cl 7.719 -2.042 -5.031
Cl 3.981 -5.383 0.817
Cl -4.098 -1.715 7.854
Cl -5.893 1.730 -1.062
Cl -3.179 -4.207 10.158
O -3.098 3.207 -9.127
O -0.423 1.485 7.403
O -3.060 2.896 1.707
O -1.491 1.413 -4.673
O 0.471 -5.088 -3.288
O -1.318 -2.835 4.303
O 2.947 0.974 3.851
O -1.612 1.509 -1.272
O -4.707 -3.928 -5.369
O -0.131 -3.555 6.127
O 3.942 5.221 -2.373
O -3.795 -8.951 -0.026
O 2.613 6.915 -2.974
O -2.537 5.664 -3.618
O 0.628 -4.434 -1.135
O 2.911 -4.813 4.745
O 5.511 4.677 0.593
O 3.108 5.069 4.950
O 4.152 -3.046 -3.345
O -2.674 3.822 -7.004
O -3.936 -4.230 -7.474
O -2.586 5.949 -1.454
O -1.104 1.895 2.248
O -2.436 -7.330 -0.708
O -1.843 3.080 7.790
O 4.822 6.495 4.888
O -0.240 -0.152 -0.564
O 3.071 -2.352 -5.193
O 2.882 1.776 1.740
O 1.779 -3.377 3.509
O -3.493 0.396 -4.584
O 6.995 4.112 -0.973
C 1.795 4.599 2.992
C -1.544 -9.479 -0.640
C -2.741 -8.584 -0.419
C 2.497 0.972 2.570
C 0.601 -2.752 -2.758
C -3.801 1.915 2.419
C 2.543 -3.583 4.406
C -0.635 2.652 7.542
C 4.617 1.678 5.662
C 6.376 5.825 0.898
C 0.352 -5.940 0.773
C 0.582 0.432 -5.518
C 8.085 -2.864 -3.464
C 0.770 1.842 -1.273
C -3.509 -6.349 -0.634
C -1.962 5.584 -2.396
C -2.763 1.335 -4.382
C -0.622 -2.650 5.475
C 7.363 5.567 2.052
C -3.041 -5.035 -1.213
C -1.257 -4.165 3.679
C 3.124 6.241 -2.108
C -4.762 0.398 -1.289
C 3.594 -3.042 -0.376
C -3.282 2.572 -3.735
C -3.745 7.831 -3.611
C -3.778 -4.100 -6.314
C 3.732 -2.164 -4.050
C -2.422 -3.927 -5.602
C -6.028 -2.866 2.278
C 2.901 6.471 -0.571
C -0.469 1.073 -1.031
C -6.049 -4.003 -5.855
C -1.214 3.870 -7.140
C -2.892 2.058 7.661
C -5.380 -0.542 -2.285
C -3.341 1.771 6.221
C -0.691 -1.204 5.924
C 3.839 -0.711 -3.793
C -5.209 2.506 2.657
C 7.310 -2.199 -2.373
C 4.164 1.751 4.234
C 4.023 4.920 -3.840
C -1.456 -1.023 -0.323
C -4.911 3.371 -7.610
C -0.661 5.290 -6.725
C 0.532 -4.219 -2.459
C 2.591 -7.237 4.748
C 5.183 2.653 -0.542
C -2.605 -4.647 3.136
C 0.420 3.660 7.446
C -0.581 5.088 -2.437
C -2.319 -3.676 8.661
C -3.275 -3.259 7.541
C 2.347 -5.947 4.012
C -3.862 6.310 -3.652
C -3.463 3.455 -8.051
C 3.131 5.019 3.519
C 2.838 4.096 -4.237
C -6.016 -1.637 3.193
C -1.732 2.809 1.688
C -1.016 -2.056 0.699
C 1.363 0.000 2.390
C 3.978 -3.590 0.938
C 6.029 3.844 -0.368
C 2.950 -3.618 -5.704
C -6.889 -2.923 -5.193
C 0.605 -5.796 -0.692
C -1.133 4.085 1.189
C -0.876 0.178 -5.108
C 1.945 -3.717 -6.824
C 3.189 -2.541 5.288
C 4.079 5.862 5.495
C 4.064 5.724 7.000
H -1.665 -10.290 0.077
H -0.882 3.091 -6.475
H 5.050 5.869 7.409
H -0.231 3.924 0.619
H 3.346 5.628 0.004
H 1.120 5.413 3.207
H 0.895 -3.438 -6.634
H 1.925 -4.768 -7.086
H 3.366 -3.257 1.752
H -5.083 2.432 -7.115
H 1.557 -0.974 2.909
H -6.795 -2.915 -4.098
H -5.778 -3.800 2.790
H -0.730 4.416 2.170
H 3.889 -3.951 -6.071
H 3.066 -0.126 -4.313
H 1.585 1.202 -1.598
H -0.506 -1.595 1.514
H 5.004 0.679 5.905
H -3.508 8.179 -2.614
H 1.367 3.697 3.494
H -5.829 1.710 3.126
H -1.878 -2.455 1.230
H -1.765 -1.463 -1.267
H -6.399 -0.836 -1.931
H -2.594 1.253 5.651
H 4.149 2.984 -0.661
H 0.603 4.094 8.424
H -2.372 -4.375 -4.612
H 9.142 -2.768 -3.241
H 2.602 -3.402 -0.594
H -3.702 2.505 8.235
H 3.910 2.778 3.987
H 6.899 6.118 -0.013
H 0.564 1.091 -6.403
H -6.967 -3.002 1.746
H 3.402 6.460 7.421
H 5.263 2.055 0.350
H -6.088 -3.969 -6.926
H -6.204 -0.678 2.646
H 0.577 2.686 -1.900
H 1.267 -5.810 3.854
H -1.621 -4.491 8.426
H 0.505 0.524 2.860
H -6.792 -1.800 3.933
H -3.071 8.354 -4.287
H 2.426 -8.128 4.103
H 3.604 -7.420 5.148
H 2.298 -3.232 -7.736
H -4.355 2.426 -3.584
H 5.019 -3.387 1.129
H -0.651 4.151 -2.958
H -6.693 -1.927 -5.509
H 3.880 -2.985 5.999
H -2.681 -3.179 6.635
H -3.821 1.013 1.805
H -0.192 -6.273 -1.236
H 4.725 -0.399 -4.356
H -7.980 -3.068 -5.368
H 0.115 -0.665 5.421
H -0.876 -4.881 4.434
H -2.397 -5.693 2.863
H -0.510 -4.118 2.907
H 1.815 6.424 -0.445
H -4.717 8.292 -3.816
H 2.923 3.803 -5.269
H -3.564 2.720 5.696
H -0.500 -5.313 0.938
H 4.274 -3.247 -1.203
H -3.341 1.663 3.390
H 5.427 2.421 5.735
H -5.485 3.411 -8.518
H 1.573 -2.298 -2.523
H -1.572 -9.931 -1.645
H -0.451 -1.062 6.983
H -6.525 -4.936 -5.652
H 1.090 -0.539 -5.741
H -0.103 -2.268 -2.095
H 0.450 -2.584 -3.813
H 4.953 1.492 3.527
H 4.128 5.875 -4.349
H -1.791 4.891 0.844
H 1.131 -0.258 1.334
H 0.252 4.509 6.780
H 1.782 4.269 1.966
H 2.764 -4.327 -4.913
H 1.868 -7.474 5.519
H -0.793 5.993 -7.531
H 5.472 2.051 -1.383
H 2.737 -5.988 3.013
H -1.680 -4.308 -6.318
H 6.262 -2.302 -2.627
H -3.954 -4.529 -1.519
H -0.174 4.977 -1.427
H -5.739 2.832 1.773
H 0.058 5.726 -3.028
H 5.676 6.598 1.229
H 2.407 -1.976 5.851
H 1.506 -6.251 -1.084
H -1.416 -0.254 -5.951
H -2.750 2.801 -2.829
H 3.253 7.442 -0.232
H 4.924 4.323 -3.952
H -4.290 5.961 -4.589
H 1.137 0.974 -4.746
H -4.549 5.981 -2.815
H -1.646 -0.751 5.658
H -1.682 -2.827 8.971
H -3.331 -4.674 3.928
H 3.445 5.922 3.029
H -2.267 -0.411 0.046
H -3.830 0.844 -1.624
H -3.168 3.360 -4.497
H -0.572 -8.958 -0.502
H 3.832 4.303 3.131
H -4.341 -6.741 -1.222
H -0.877 3.588 -8.145
H 8.076 6.356 2.216
H -4.267 1.189 6.162
H 6.797 5.462 2.980
H 7.870 -3.922 -3.549
H 3.912 -0.426 -2.742
H -1.006 5.704 -5.770
H -4.634 -0.074 -0.321
H 3.690 4.734 7.320
H 1.328 3.197 7.131
H 3.670 -1.858 4.591
H -4.049 -4.026 7.439
H -2.237 -2.864 -5.484
H 3.794 2.035 6.282
H 8.006 4.689 1.861
H 7.578 -2.794 -1.502
H -2.466 -5.171 -2.130
H 0.169 -6.989 1.030
H -2.951 -4.151 2.236
H -5.248 4.209 -7.021
H 0.429 5.218 -6.671
H 1.203 -5.560 1.379
H -0.358 -2.869 0.357
H 1.922 4.691 -4.124
H -0.916 -0.448 -4.241
H -2.690 1.075 8.100
H -3.874 -6.288 0.388
H -5.293 3.304 3.404
H -2.491 -4.359 -0.557
H 1.209 2.240 -0.322
H 2.794 3.199 -3.636
H -5.471 -0.041 -3.259
```

Output
Energy, a.u.: -9918.207163
Lowest unoccupied orbital energy, eV: 0.241
Max |F|, eV/A: 5.2
2S+1: 1